[1]
Below is C19H17IN2O3 in the gas phase in a non-equilibrium geometry, with properties calculated with wB97M-V/def2-TZVPD.

Last column: Löwdin charge in e.
Element x y z (Å)
C -1.71442 -0.10020 3.96453  -0.451
H 3.12105 -1.85211 -3.19633  0.104
O 0.22810 -2.69616 1.05519  -0.044
C 0.29171 2.20849 1.79059  -0.238
C 1.92360 -0.16261 -3.23499  -0.036
H -1.40707 -0.11998 -3.82702  0.111
H -2.29781 -1.91693 4.69933  0.141
H 0.23258 -1.90518 3.49239  0.134
C 1.35451 3.33410 -0.08523  0.008
C -0.25959 1.83556 3.06473  -0.436
H 1.27433 4.17267 1.93910  0.087
C -1.49385 -1.03165 1.08095  -0.042
I 0.10150 3.17925 4.84232  0.739
C 0.68714 0.40144 -3.44748  -0.217
H -0.06026 0.45427 -1.12226  0.104
O -2.24690 0.40709 4.90124  0.075
N -1.78316 -1.49170 3.94117  0.070
C -0.77556 -2.29645 3.24350  -0.122
H -0.56078 2.15588 -3.04307  0.137
H -1.42367 -1.06580 -0.01386  0.128
H 0.68800 2.46958 -4.24173  0.137
H 0.89069 -1.96613 1.08150  0.115
H 2.82803 0.37697 -3.06213  0.114
C 0.48965 1.91043 -3.30850  -0.132
H -2.54167 -0.87823 1.31083  0.124
O 1.33477 2.46857 -2.30571  -0.063
C 0.25023 1.24581 -0.43310  0.062
H 1.16837 -3.47478 -3.40446  0.110
H -1.78588 -3.09246 1.49154  0.155
C 0.95342 2.32878 -0.97814  -0.250
C -0.95912 0.63377 2.92918  -0.161
H -0.76486 -3.33802 3.55853  0.123
C 2.08838 -1.55215 -3.30906  -0.076
C -0.99116 -2.34735 1.70122  -0.335
H -1.12712 -2.50122 -3.72091  0.111
N -0.82276 0.20876 1.61666  0.019
C -0.39318 -0.47050 -3.66892  -0.058
C -0.24677 -1.84682 -3.63435  -0.092
H 1.87594 4.18794 -0.47623  0.105
C 0.99351 3.33225 1.30924  -0.006
C 1.00592 -2.39109 -3.40595  -0.097
C -0.12588 1.18590 0.90567  -0.156

The SMILES is O=C1NC[C@H](O)Cn2c1c(I)c1ccc(OCc3ccccc3)cc12. The value obtained for the LUMO energy is 0.3 eV. The calculation puts the HOMO energy at -8.0 eV. The total energy comes out at -37201.4484 eV. The gap between HOMO and LUMO comes out at 8.33 eV.



[2]
Below is a molecular structure, C19H17N2O7S6SbTa in a non-equilibrium geometry, with properties calculated with wB97M-V/def2-TZVPD.

Last column: Löwdin charge in e.
Element x y z (Å)
C -10.20517 19.53940 -2.28387  -0.318
H -4.13696 9.08462 2.63169  0.064
O -11.65160 17.61028 -1.67380  -0.506
H -12.64424 14.57293 3.14076  0.036
C -5.67813 10.99294 1.89662  -0.010
H -3.37401 12.39018 -0.24327  0.131
C -11.57450 14.56210 3.31104  -0.087
H -7.75855 14.18878 3.64602  0.086
C -11.15587 16.84543 2.52723  -0.310
C -9.66356 13.14869 3.95616  -0.117
Ta -11.59212 16.97419 0.23091  1.202
C -3.45184 10.06994 1.00013  -0.473
Sb -13.48571 14.27080 -0.12795  -0.171
H -8.62965 16.21459 2.78363  0.116
O -9.60229 17.50597 0.38374  -0.538
C -9.01646 19.01187 -1.86422  -0.219
N -3.52886 8.98321 1.86310  0.159
O -2.50167 10.20072 0.24836  0.045
C -9.30409 15.39573 3.05851  -0.055
N -6.23107 13.27941 1.33146  0.091
C -10.70583 15.56710 2.87250  -0.407
C -9.20711 20.88502 -4.01397  -0.044
H -9.30597 21.58028 -4.84530  0.110
S -14.30660 13.97214 -2.20354  -0.213
H -6.07915 10.06520 2.31326  0.114
C -10.33232 20.60047 -3.20290  -0.016
C -11.02904 13.34466 3.84895  -0.091
O -7.40295 17.93130 -0.09001  -0.281
C -4.55719 11.09836 1.06867  -0.136
S -13.77506 16.50624 0.75759  0.062
O -11.41869 19.29694 0.03953  -0.341
H -9.30585 12.18167 4.29204  0.085
H -12.00972 17.18292 3.09620  0.047
H -10.31275 17.60292 2.57844  0.070
C -7.97750 20.35515 -3.62865  -0.036
C -5.14250 13.32314 0.54913  -0.126
S -11.24194 14.64664 -0.34741  0.117
O -12.78412 19.77999 -2.03404  -0.256
C -6.48262 12.13235 1.95530  -0.132
H -5.04106 14.29064 0.14402  0.098
C -7.85105 19.50009 -2.49635  -0.015
O -8.66571 16.43355 -1.66559  -0.284
H -11.74557 12.58160 4.14673  0.090
H -2.67796 8.44092 1.92335  0.108
C -4.27851 12.28791 0.38901  -0.010
S -8.59052 17.61421 -0.82644  0.565
S -11.58067 19.26836 -1.37770  0.636
C -8.84549 14.22535 3.57151  -0.130
H -7.08384 20.61463 -4.10052  0.087
H -6.87354 19.08723 -2.17281  0.128
H -11.35490 20.98501 -3.47757  0.137
H -7.39791 12.11643 2.54747  0.088
S -13.99047 12.81905 1.52288  -0.144

Its total charge is -1. The value obtained for the LUMO energy is 1.1 eV. The calculation puts the HOMO energy at -5.0 eV. The total energy comes out at -110395.7539 eV. The gap between HOMO and LUMO comes out at 6.03 eV. The energy relative to the best compared isomer or geometry (same formula, charge and spin) is 2.048 eV.



Please write out number 1 again, unchanged.
Below is C19H17IN2O3 in the gas phase in a non-equilibrium geometry, with properties calculated with wB97M-V/def2-TZVPD.

Last column: Löwdin charge in e.
Element x y z (Å)
C -1.71442 -0.10020 3.96453  -0.451
H 3.12105 -1.85211 -3.19633  0.104
O 0.22810 -2.69616 1.05519  -0.044
C 0.29171 2.20849 1.79059  -0.238
C 1.92360 -0.16261 -3.23499  -0.036
H -1.40707 -0.11998 -3.82702  0.111
H -2.29781 -1.91693 4.69933  0.141
H 0.23258 -1.90518 3.49239  0.134
C 1.35451 3.33410 -0.08523  0.008
C -0.25959 1.83556 3.06473  -0.436
H 1.27433 4.17267 1.93910  0.087
C -1.49385 -1.03165 1.08095  -0.042
I 0.10150 3.17925 4.84232  0.739
C 0.68714 0.40144 -3.44748  -0.217
H -0.06026 0.45427 -1.12226  0.104
O -2.24690 0.40709 4.90124  0.075
N -1.78316 -1.49170 3.94117  0.070
C -0.77556 -2.29645 3.24350  -0.122
H -0.56078 2.15588 -3.04307  0.137
H -1.42367 -1.06580 -0.01386  0.128
H 0.68800 2.46958 -4.24173  0.137
H 0.89069 -1.96613 1.08150  0.115
H 2.82803 0.37697 -3.06213  0.114
C 0.48965 1.91043 -3.30850  -0.132
H -2.54167 -0.87823 1.31083  0.124
O 1.33477 2.46857 -2.30571  -0.063
C 0.25023 1.24581 -0.43310  0.062
H 1.16837 -3.47478 -3.40446  0.110
H -1.78588 -3.09246 1.49154  0.155
C 0.95342 2.32878 -0.97814  -0.250
C -0.95912 0.63377 2.92918  -0.161
H -0.76486 -3.33802 3.55853  0.123
C 2.08838 -1.55215 -3.30906  -0.076
C -0.99116 -2.34735 1.70122  -0.335
H -1.12712 -2.50122 -3.72091  0.111
N -0.82276 0.20876 1.61666  0.019
C -0.39318 -0.47050 -3.66892  -0.058
C -0.24677 -1.84682 -3.63435  -0.092
H 1.87594 4.18794 -0.47623  0.105
C 0.99351 3.33225 1.30924  -0.006
C 1.00592 -2.39109 -3.40595  -0.097
C -0.12588 1.18590 0.90567  -0.156

The SMILES is O=C1NC[C@H](O)Cn2c1c(I)c1ccc(OCc3ccccc3)cc12. The value obtained for the LUMO energy is 0.3 eV. The calculation puts the HOMO energy at -8.0 eV. The total energy comes out at -37201.4484 eV. The gap between HOMO and LUMO comes out at 8.33 eV.